Entry 1:
Entry from the Open Molecules 2025 dataset: an isolated molecule of C3H5FO (ωB97M-V/def2-TZVPD).

The geometry in XYZ format:
```
10
Properties=species:S:1:pos:R:3:forces:R:3:nbo_charge:R:1
O 0.5935 -1.7186 0.5461 0.922 -2.060 3.181 -0.687
C -0.3249 -0.8840 0.0572 -0.779 -3.464 -2.140 0.570
F -1.3155 -1.5954 -0.6576 0.199 0.437 0.657 -0.370
C -0.6835 0.3416 0.6181 1.717 1.986 4.234 -0.452
C 0.2035 0.2849 -0.5889 -1.133 0.748 -0.403 -0.447
H 0.4321 -2.0747 1.5057 -0.075 1.212 -2.732 0.486
H -0.2032 0.6314 1.6286 -1.029 -0.456 -1.727 0.215
H -1.6686 0.5920 0.4798 -2.086 0.938 -0.263 0.233
H -0.1764 0.7348 -1.4634 -0.280 -0.013 -0.972 0.229
H 1.1990 0.3407 -0.3749 2.545 0.674 0.166 0.223
```
Forces are in eV/Å.

The value obtained for the HOMO-LUMO gap is 11.35 eV. The value obtained for the energy is -292.35222 hartree. The LUMO energy is 0.803 eV. For the HOMO energy, the calculation gives -10.5 eV. The value obtained for the energy above the lowest of the compared OMol25 structures with the same formula, charge and spin is 1.200 eV.


Entry 2:
Entry from the Open Molecules 2025 dataset: a cluster of 12 separate species, H24O12 in total (ωB97M-V/def2-TZVPD).

The geometry in XYZ format:
```
36
Properties=species:S:1:pos:R:3:forces:R:3:nbo_charge:R:1
O 0.3492 0.1341 -0.8625 -2.315 3.100 -4.089 -0.882
H -0.2589 0.9357 -1.0608 1.717 -1.883 0.897 0.463
H 0.2041 -0.1629 0.0042 -0.496 -0.542 1.396 0.456
O -3.1339 -2.0245 -1.7653 -3.489 2.006 -1.974 -0.903
H -3.4528 -1.4053 -2.5066 0.546 -1.724 1.224 0.450
H -2.8735 -1.3321 -1.1438 0.055 -0.855 0.120 0.455
O 1.5473 -0.1704 2.4749 1.439 -4.998 -3.955 -0.908
H 1.3433 -0.1777 3.3472 -0.422 -0.096 4.267 0.444
H 0.6275 -0.3115 2.0974 2.243 -0.287 0.608 0.463
O -2.7472 -0.8123 3.6135 -1.012 -0.507 -0.283 -0.925
H -1.9479 -0.3596 3.8108 0.973 0.598 0.240 0.455
H -3.1562 -0.3162 2.8961 0.026 -0.083 0.043 0.471
O 0.6034 1.1475 -4.9598 0.211 1.351 2.870 -0.974
H 1.2387 0.8153 -5.5835 0.677 -0.136 0.026 0.490
H 1.0543 1.4462 -4.0797 -0.726 -1.068 -2.795 0.491
O 1.9926 -3.1477 2.7310 3.055 0.239 -1.595 -0.938
H 2.9358 -2.7296 2.6777 -2.968 -1.005 0.496 0.476
H 1.5780 -2.9026 3.5368 -0.129 0.538 1.114 0.462
O -1.0409 -1.6289 -1.3491 1.716 -2.748 0.553 -0.967
H -1.0240 -0.6821 -1.2786 0.606 -0.167 -0.452 0.459
H -0.1268 -1.9459 -1.1509 -1.028 0.799 -0.271 0.475
O 2.6469 -2.0424 -0.7250 -0.675 -1.770 3.275 -0.928
H 3.2315 -1.5722 -0.1324 0.010 0.195 0.159 0.467
H 2.7829 -1.6909 -1.5444 0.510 1.564 -3.436 0.462
O -1.9564 0.4719 -3.8306 2.468 -0.095 3.325 -0.950
H -1.1911 1.0108 -4.0708 0.005 -0.387 -0.217 0.486
H -2.5309 0.5672 -4.5140 -2.660 0.401 -3.128 0.459
O 0.4323 1.5005 2.3994 -4.073 4.234 3.921 -0.953
H 0.1755 1.6270 3.3755 0.049 -0.421 -2.170 0.470
H 1.0209 2.2382 2.3296 0.512 0.952 -0.785 0.496
O 1.7595 1.1526 0.2973 1.424 1.559 0.969 -0.938
H 1.0021 0.9987 0.8893 1.012 0.640 -0.790 0.460
H 2.4687 1.0532 0.9138 1.007 0.082 0.678 0.456
O -0.8122 3.4121 1.0832 1.428 2.440 1.905 -0.932
H -1.3229 2.8977 0.5324 -1.832 -1.723 -1.857 0.461
H -1.4188 4.0060 1.5478 0.137 -0.202 -0.288 0.470
```
Forces are in eV/Å.

The value obtained for the HOMO-LUMO gap is 8.18 eV. The value obtained for the energy is -916.98780 hartree. The LUMO energy is -0.489 eV. For the HOMO energy, the calculation gives -8.7 eV. The value obtained for the energy above the lowest of the compared OMol25 structures with the same formula, charge and spin is 9.185 eV.


Entry 3:
Entry from the Open Molecules 2025 dataset: the ion C3H6NO with charge +1 (ωB97M-V/def2-TZVPD).

The geometry in XYZ format:
```
11
Properties=species:S:1:pos:R:3:forces:R:3:mulliken_spin:R:1
C -1.7301 0.4884 -0.0104 2.598 7.871 0.571 0.722
C 0.7450 -0.0741 0.7716 1.423 0.912 0.065 0.054
C -0.1752 0.5620 -0.2740 -3.492 -0.605 3.157 0.142
N 0.2138 -0.8110 -0.4042 -1.347 -0.740 0.729 0.007
O -2.2605 -0.5912 -0.0870 -2.770 -4.521 -0.113 0.926
H -2.2871 1.5340 0.1629 0.937 -2.376 -0.400 0.118
H 1.8688 0.2975 0.7509 -2.417 -1.296 -0.312 0.014
H 0.4250 -0.5648 1.7089 -0.089 0.969 -0.506 -0.006
H 0.0039 1.3413 -0.9517 1.220 0.689 -0.841 0.015
H 0.7987 -1.0415 -1.1100 2.523 -1.074 -2.792 0.002
H -0.6359 -1.4290 -0.3653 1.412 0.172 0.443 0.005
```
Forces are in eV/Å.

The value obtained for the HOMO-LUMO gap (spin up / spin down) is 8.15 / 9.80 eV. The value obtained for the energy is -247.41409 hartree. The multiplicity is 3. The LUMO energy (spin up / spin down) is -3.400 / -8.177 eV. As for the total charge: +1. Its expectation value of S² is 2.0061. For the HOMO energy (spin up / spin down), the calculation gives -11.5 / -18.0 eV. The value obtained for the energy above the lowest of the compared OMol25 structures with the same formula, charge and spin is 1.216 eV.


Entry 4:
Entry from the Open Molecules 2025 dataset: a cluster of 2 separate species, C4H12 in total (ωB97M-V/def2-TZVPD).

The geometry in XYZ format:
```
16
Properties=species:S:1:pos:R:3:forces:R:3:nbo_charge:R:1
C -1.3260 -1.6095 -1.6454 1.455 -0.125 -0.839 -0.609
C -1.3628 -0.5109 -0.5987 -1.714 -0.082 -0.181 -0.611
H -1.7396 -1.2490 -2.5890 -0.348 0.045 0.131 0.203
H -0.2823 -1.8116 -1.9359 -0.151 -0.208 0.288 0.196
H -1.7773 -2.5730 -1.4258 -0.220 0.131 0.378 0.208
H -2.4142 -0.1840 -0.5657 0.312 0.422 0.009 0.200
H -0.7331 0.3146 -0.9091 0.002 0.126 0.160 0.209
H -1.1815 -0.7837 0.4338 0.578 -0.368 0.006 0.203
C 1.4110 1.4192 0.5374 0.015 0.810 -1.019 -0.615
C 1.2866 0.6769 1.8619 0.114 -0.504 -1.046 -0.613
H 1.6236 0.7763 -0.3102 0.149 -0.436 0.014 0.202
H 0.5312 1.9788 0.1842 -0.219 -0.322 0.671 0.202
H 2.1694 2.2004 0.4890 0.404 -0.183 0.434 0.204
H 1.4637 1.3430 2.6899 -0.411 0.057 0.451 0.209
H 2.0035 -0.1475 1.9305 0.222 0.295 -0.053 0.205
H 0.3278 0.1598 1.8532 -0.187 0.342 0.596 0.207
```
Forces are in eV/Å.

The value obtained for the HOMO-LUMO gap is 12.64 eV. The value obtained for the energy is -159.57244 hartree. The LUMO energy is 1.180 eV. For the HOMO energy, the calculation gives -11.5 eV. The value obtained for the energy above the lowest of the compared OMol25 structures with the same formula, charge and spin is 0.341 eV.


Entry 5:
Entry from the Open Molecules 2025 dataset: a cluster of 5 separate species, C30H54Cl16FIN5O in total (ωB97M-V/def2-TZVPD).

The geometry in XYZ format:
```
108
Properties=species:S:1:pos:R:3:forces:R:3:mulliken_charge:R:1
C 3.6600 2.5017 2.6984 -0.317 0.535 0.943 -1.054
C 2.0829 2.4845 2.8958 -0.542 0.290 -0.056 -0.832
C 1.2796 2.0926 1.5382 1.400 1.275 0.158 -0.198
C 0.2274 0.9369 1.7284 -0.580 1.068 1.776 -0.706
C -0.8956 1.7501 2.5562 -0.154 -0.274 0.830 -1.631
C -0.1887 -0.0251 0.5282 1.435 -1.756 -0.058 2.924
C 1.0819 -1.0165 0.3283 0.419 0.634 -0.961 -1.947
C 2.5194 -0.6578 0.8277 1.755 -0.698 0.540 0.270
C 3.4243 -1.9976 0.6966 -0.669 0.562 -0.992 -1.080
C 4.8332 -1.7339 0.0122 -0.736 -1.583 0.401 -0.308
C 5.6796 -3.1046 0.1570 -0.024 0.343 0.237 -0.555
N 6.8068 -2.9374 1.1219 -0.769 0.257 -0.523 -0.556
C -0.4736 0.7681 -0.8701 -0.503 0.214 -0.076 -0.137
C -1.1595 -0.0431 -2.0218 0.229 -1.642 -0.453 -0.688
C -1.7947 0.6263 -3.2719 -0.684 1.495 -1.535 -0.784
O -2.4230 1.6555 -3.4396 1.369 -1.925 1.830 -0.353
I -1.6383 -0.5451 -5.1493 -0.131 -0.003 0.924 0.019
C 0.7800 1.5447 -1.4322 0.818 0.827 0.819 0.043
C 1.1012 1.8029 -2.9373 2.714 1.714 -1.468 0.741
N 2.4826 2.4559 -2.8884 -0.338 -0.598 1.175 -0.720
N 0.3049 2.8838 -3.6121 0.013 -1.884 0.456 -0.476
N 1.3182 0.6171 -3.8127 -1.093 -0.735 1.043 -0.380
N -1.5243 1.7939 -0.4685 0.521 1.106 -0.881 0.389
C -2.7770 1.1920 0.0498 -2.647 0.717 0.298 -1.004
C -2.7842 -0.1905 0.7923 -0.647 -0.597 0.409 -0.637
C -1.4027 -1.0448 0.9260 -0.949 0.778 1.590 1.818
C -1.2900 -1.5208 2.4745 1.052 1.889 1.424 -1.200
C -2.5478 -2.0970 3.2340 -0.503 -0.557 1.598 0.223
C -3.1984 -1.0558 4.3006 0.754 -1.105 -0.084 -1.319
C -3.7654 -2.7673 2.5316 -0.515 -1.400 -0.287 -0.984
C -1.5704 -2.4578 0.2227 -0.701 -2.357 -1.146 0.857
F -1.2110 -3.5921 1.0951 -0.163 1.939 -0.067 -0.541
C -0.9524 -2.9914 -1.1268 -0.976 -1.246 -1.362 -0.266
C -0.8904 -4.6127 -1.1815 -0.542 0.712 -0.949 -1.074
H 4.0417 1.7194 1.9768 -0.428 0.912 0.870 0.181
H 3.9666 3.5516 2.3810 -0.272 -1.508 0.051 0.327
H 4.1268 2.3642 3.7278 -0.373 -0.016 -1.403 0.365
H 1.7882 3.5441 3.1971 0.266 -1.390 -0.331 0.353
H 1.7364 1.8356 3.7675 0.671 0.552 -1.168 0.338
H 2.1173 1.9558 0.8053 -1.119 -0.273 0.534 -0.015
H 0.7827 3.0769 1.2288 0.374 -1.386 0.126 0.615
H 0.6676 0.2641 2.5422 -0.562 0.679 -1.450 0.846
H -0.4684 1.9345 3.5994 -0.481 -0.130 -1.434 0.545
H -1.8575 1.2151 2.7541 0.858 0.400 -0.354 0.108
H -1.1327 2.7754 2.1515 0.249 -0.978 0.207 0.472
H 1.1907 -1.0596 -0.8108 -0.023 -0.651 1.486 -0.407
H 0.9135 -2.0486 0.7741 -0.319 1.324 -0.817 0.752
H 3.0926 0.1272 0.2374 -1.062 -0.756 0.512 0.129
H 2.6265 -0.3514 1.9164 -0.562 -0.178 -1.296 0.132
H 3.5163 -2.5154 1.6937 0.040 0.590 -0.975 0.315
H 2.8502 -2.7008 0.0069 0.784 0.613 0.895 0.307
H 4.6668 -1.5378 -1.0907 0.206 0.221 1.272 0.126
H 5.3495 -0.8803 0.5489 -0.397 -0.941 -0.873 0.294
H 6.0722 -3.4783 -0.8337 -0.331 0.585 1.039 0.355
H 5.0369 -3.9470 0.5740 0.600 1.177 -0.626 0.234
H 6.3667 -2.7000 2.0168 0.400 -0.103 -0.211 0.251
H 7.3245 -2.1002 0.8357 -0.043 -0.409 0.212 0.258
H -0.3546 -0.7461 -2.4146 -1.391 0.829 0.424 0.912
H -2.0500 -0.6949 -1.7142 1.316 0.750 -0.007 0.000
H 0.7328 2.5956 -0.9792 0.262 -1.326 -0.692 0.149
H 1.7634 1.1292 -1.0311 -1.615 0.269 -0.318 -1.352
H 3.1267 1.7093 -2.5930 -0.034 0.523 -0.198 0.201
H 2.7588 2.7288 -3.8349 -0.372 0.051 0.350 0.388
H -0.4444 3.2097 -3.0006 0.160 -0.136 -0.631 0.062
H -0.0708 2.4629 -4.4663 -0.273 0.453 0.410 0.406
H 1.5689 -0.1949 -3.2306 -0.205 0.441 -0.383 0.122
H 2.1207 0.7453 -4.4334 -0.493 0.279 0.288 0.350
H -1.8125 2.3795 -1.2879 0.138 -0.878 0.216 0.111
H -1.1126 2.5543 0.1096 -0.200 -1.044 0.403 1.060
H -3.4989 1.1393 -0.8340 1.165 0.015 0.987 0.159
H -3.2531 1.9873 0.7163 0.756 -1.054 -0.795 0.443
H -3.2422 0.0159 1.8159 0.970 -0.378 -1.261 -0.357
H -3.6077 -0.8124 0.3004 1.298 0.745 0.379 0.208
H -1.0786 -0.6548 3.1926 -0.237 -0.606 -1.607 0.062
H -0.3109 -2.0817 2.6611 -1.693 0.055 -0.673 0.542
H -2.1203 -2.8958 3.9343 -0.476 0.905 -1.112 0.415
H -2.3829 -0.5247 4.8809 -0.998 -0.305 -0.782 0.310
H -3.9251 -0.3506 3.8055 0.731 -0.598 0.706 0.210
H -3.7226 -1.7266 5.0566 0.322 1.135 -0.977 0.518
H -4.5232 -3.0632 3.3321 0.979 0.480 -0.966 0.487
H -4.3436 -2.1649 1.7748 0.768 -0.301 0.874 -0.027
H -3.5057 -3.7506 2.0167 -0.123 1.349 0.648 0.133
H -2.6931 -2.6568 0.0727 1.582 0.594 0.433 -0.217
H -1.6981 -2.7638 -1.9638 1.026 0.005 1.059 0.206
H 0.0462 -2.6608 -1.4827 -0.712 0.131 0.668 -0.077
H -1.8773 -5.0823 -0.8641 1.531 0.625 -0.126 0.115
H -0.0028 -5.0253 -0.6314 -1.096 0.358 -0.471 0.278
H -0.8064 -4.8437 -2.2962 0.159 0.131 1.452 0.422
C -5.7342 -3.6992 -1.2225 -0.190 -0.212 0.040 0.336
Cl -4.9064 -2.5879 -2.3296 0.014 0.054 0.005 -0.083
Cl -6.5891 -2.7701 0.0251 0.119 -0.086 -0.183 -0.095
Cl -6.8968 -4.6828 -2.1286 0.260 0.217 0.174 -0.081
Cl -4.5271 -4.7492 -0.4572 -0.259 0.062 -0.101 -0.077
C 7.7253 -6.6512 -0.0343 0.155 0.013 0.145 0.355
Cl 8.0088 -6.1957 1.6544 -0.041 -0.130 -0.259 -0.084
Cl 5.9939 -6.5134 -0.4013 0.147 -0.125 -0.006 -0.106
Cl 8.6424 -5.5694 -1.1015 -0.141 -0.132 0.120 -0.100
Cl 8.2530 -8.3251 -0.2938 -0.097 0.245 0.008 -0.099
C -3.8033 5.3433 -1.0157 -0.576 0.337 0.122 0.293
Cl -2.2676 4.6232 -1.5588 0.091 0.359 -0.117 -0.043
Cl -4.0570 4.9617 0.7007 0.114 -0.045 -0.170 -0.109
Cl -3.7370 7.1001 -1.2314 0.009 -0.893 -0.004 -0.014
Cl -5.1366 4.6761 -1.9738 0.323 0.052 0.168 -0.085
C -4.1041 10.6645 -3.5505 -0.101 0.149 -0.200 0.373
Cl -2.9577 11.9356 -4.0133 -0.176 -0.238 0.109 -0.084
Cl -3.5521 9.8888 -2.0502 0.043 0.554 -0.155 -0.085
Cl -5.7072 11.3774 -3.2910 0.267 -0.140 -0.016 -0.083
Cl -4.1971 9.4506 -4.8417 0.022 0.133 0.206 -0.099
```
Forces are in eV/Å.

The value obtained for the HOMO-LUMO gap is 8.52 eV. The value obtained for the energy is -9284.64455 hartree. The LUMO energy is -2.516 eV. As for the total charge: +1. For the HOMO energy, the calculation gives -11.0 eV. The value obtained for the energy above the lowest of the compared OMol25 structures with the same formula, charge and spin is 4.303 eV.